(1)
# C33H58BBrClIN5O

A 3-piece molecular cluster, C33H58BBrClIN5O overall (ωB97M-V/def2-TZVPD, the OMol25 dataset).

The geometry in XYZ format:
```
101
Properties=species:S:1:pos:R:3:mulliken_charge:R:1
C -0.75 -0.40 -2.72 -0.37
C 0.19 -1.08 -2.47 -0.37
N 1.04 -1.95 -1.85 0.61
C 1.47 -3.10 -2.67 -1.21
C 0.37 -4.12 -2.77 0.07
N 0.62 -5.30 -3.12 -0.62
C 1.44 -1.72 -0.61 0.01
N 1.06 -0.58 0.05 -0.29
C 2.17 0.37 0.25 2.38
Cl 2.52 1.10 -1.40 -0.23
C 1.56 1.50 1.09 -0.32
C 1.79 2.85 0.86 -0.16
C 1.19 3.83 1.63 -1.24
C 0.33 3.50 2.66 -0.60
C 0.08 2.15 2.89 -1.16
C 0.69 1.18 2.13 -0.34
C 3.42 -0.38 0.81 -0.25
B 4.55 -0.63 -0.35 0.34
O 4.16 -1.27 -1.52 -0.59
C 6.07 -0.28 -0.29 -0.17
C 6.26 0.90 -1.32 -1.04
C 4.03 0.35 2.02 -1.62
Br 5.30 -0.78 3.01 -0.01
C 4.66 1.71 1.72 -0.25
C 4.36 2.69 2.84 -1.85
C 2.96 -1.84 1.20 -0.29
C 2.18 -1.97 2.51 -1.84
C 2.72 -3.02 3.50 -0.73
N 2.56 -2.52 4.87 -0.69
N 2.31 -2.51 0.04 -0.75
I 1.69 -4.43 0.41 0.29
H -1.49 0.31 -2.99 0.49
H 2.37 -3.55 -2.28 0.16
H 1.62 -2.71 -3.67 0.65
H -0.66 -3.80 -2.57 0.44
H -0.24 -5.84 -3.18 0.35
H 0.25 -0.12 -0.35 0.52
H 2.45 3.18 0.07 0.48
H 1.42 4.86 1.42 0.59
H -0.12 4.29 3.24 0.49
H -0.60 1.89 3.68 0.49
H 0.45 0.15 2.36 0.38
H 4.60 -2.12 -1.60 0.27
H 6.47 0.05 0.66 0.27
H 6.68 -1.09 -0.65 0.47
H 6.91 1.64 -0.87 0.35
H 6.69 0.56 -2.24 0.28
H 5.32 1.41 -1.50 0.26
H 3.28 0.54 2.77 1.50
H 5.75 1.65 1.70 0.67
H 4.37 2.08 0.74 0.30
H 4.80 3.66 2.64 0.46
H 3.29 2.78 3.04 0.38
H 4.81 2.30 3.75 0.39
H 3.88 -2.41 1.33 1.23
H 2.12 -1.05 3.08 0.22
H 1.14 -2.25 2.34 0.87
H 2.20 -3.96 3.40 0.50
H 3.77 -3.23 3.30 0.31
H 3.29 -1.83 5.05 0.23
H 2.76 -3.28 5.51 0.28
C -4.35 -3.11 -3.13 -1.12
C -4.30 -3.98 -1.89 -0.45
C -4.00 -5.45 -2.20 -0.21
C -5.06 -6.18 -3.04 -0.83
C -6.46 -6.19 -2.42 -0.40
C -6.52 -6.91 -1.08 -1.18
H -5.14 -3.40 -3.82 0.34
H -4.53 -2.06 -2.86 0.35
H -3.39 -3.16 -3.65 0.22
H -5.23 -3.90 -1.32 0.39
H -3.51 -3.60 -1.23 0.26
H -3.86 -5.99 -1.26 0.38
H -3.04 -5.50 -2.73 -0.01
H -4.72 -7.21 -3.19 0.39
H -5.11 -5.73 -4.03 0.31
H -7.13 -6.69 -3.12 0.37
H -6.83 -5.17 -2.31 0.23
H -6.20 -7.95 -1.18 0.30
H -7.55 -6.91 -0.70 0.38
H -5.90 -6.42 -0.33 0.28
C -3.58 8.19 1.66 -1.18
C -4.02 7.45 0.40 -0.39
C -3.94 5.93 0.52 -0.92
C -2.54 5.38 0.75 -0.36
C -1.51 5.76 -0.31 0.15
C -1.85 5.23 -1.70 -1.34
H -2.54 7.98 1.90 0.27
H -3.68 9.26 1.54 0.38
H -4.19 7.89 2.52 0.30
H -3.43 7.80 -0.46 0.24
H -5.06 7.73 0.18 0.38
H -4.37 5.48 -0.39 0.36
H -4.58 5.61 1.34 0.39
H -2.60 4.29 0.81 0.33
H -2.17 5.71 1.73 0.25
H -0.54 5.36 -0.01 -0.17
H -1.39 6.84 -0.36 0.34
H -1.93 4.14 -1.69 0.27
H -1.08 5.50 -2.42 0.41
H -2.79 5.63 -2.07 0.34
```

## Properties
Charge: +1
Relative energy (zero: lowest compared OMol25 entry of this formula, charge and spin): 0.0 kJ/mol


(2)
# C6H8O3S

One molecule with the formula C6H8O3S (ωB97M-V/def2-TZVPD, the OMol25 dataset).

The geometry in XYZ format:
```
18
Properties=species:S:1:pos:R:3:mulliken_charge:R:1
C 0.49 -0.90 -1.67 -1.13
C -0.33 0.26 -1.23 -0.37
C 0.36 1.38 -0.33 0.49
O 0.28 2.53 -0.65 -0.55
C 1.16 0.99 0.89 -0.47
C 0.54 -0.10 1.69 -0.18
C -0.57 -0.72 1.47 -0.52
S -1.67 -0.31 0.11 1.07
O -2.44 -1.45 -0.37 -0.65
O -2.60 0.64 0.62 -0.59
H -0.25 -1.60 -2.08 0.33
H 1.00 -1.27 -0.75 0.29
H 1.21 -0.64 -2.49 0.34
H -0.94 0.68 -1.95 0.59
H 2.17 0.70 0.72 0.37
H 1.26 1.97 1.47 0.35
H 1.23 -0.61 2.44 0.26
H -0.90 -1.54 2.11 0.36
```

## Properties
SMILES: C[C@@H]1C(=O)CC=CS1(=O)=O
Relative energy (zero: lowest compared OMol25 entry of this formula, charge and spin): 186.7 kJ/mol


(3)
# C12H17N

A 2-piece molecular cluster, C12H17N overall (ωB97M-V/def2-TZVPD, the OMol25 dataset).

The geometry in XYZ format:
```
30
Properties=species:S:1:pos:R:3:mulliken_charge:R:1
C 3.60 -0.06 -0.44 -1.56
C 2.30 0.02 0.45 -0.18
C 1.19 -0.09 -0.46 0.64
C 1.03 -1.07 -1.45 -1.02
N -0.22 -0.97 -2.05 -0.02
C -0.90 0.10 -1.43 -0.56
C -2.29 0.43 -1.56 -0.63
C -2.52 1.66 -1.07 -0.79
C -1.57 2.40 -0.24 -0.58
C -0.26 1.94 0.02 -0.52
C 0.04 0.68 -0.56 1.19
H 4.45 0.07 0.22 0.43
H 3.48 0.69 -1.19 0.42
H 3.96 -0.98 -0.86 0.38
H 2.45 -0.83 1.24 0.23
H 2.30 0.99 0.97 0.33
H 1.84 -1.71 -1.75 0.39
H -0.67 -1.68 -2.68 0.25
H -2.91 -0.39 -1.99 0.32
H -3.42 1.97 -1.30 0.59
H -1.99 3.28 0.33 0.29
H 0.29 2.50 0.76 0.39
C -0.97 -0.73 2.45 -0.87
C -1.65 -1.57 1.34 -0.63
H -1.07 -1.13 3.43 0.40
H 0.08 -0.51 2.37 0.17
H -1.41 0.29 2.53 0.24
H -2.22 -2.25 1.71 0.58
H -0.85 -2.06 0.68 0.11
H -2.08 -0.98 0.53 0.01
```

## Properties
SMILES: CCc1c[nH]c2ccccc12.CC
Relative energy (zero: lowest compared OMol25 entry of this formula, charge and spin): 264.8 kJ/mol


(4)
# C3H6S

One molecule with the formula C3H6S (ωB97M-V/def2-TZVPD, the OMol25 dataset).

The geometry in XYZ format:
```
10
Properties=species:S:1:pos:R:3:mulliken_charge:R:1
C -0.83 0.88 0.11 -1.00
C 0.54 0.15 -0.40 0.06
C 1.08 -1.08 0.13 -0.71
S 2.23 0.34 0.24 -0.17
H -1.12 0.97 1.19 0.32
H -1.66 0.40 -0.46 0.31
H -0.68 1.76 -0.39 0.31
H 0.71 0.21 -1.47 0.33
H 0.76 -1.52 1.03 0.28
H 1.48 -1.86 -0.45 0.28
```

## Properties
SMILES: C[C@@H]1CS1
Relative energy (zero: lowest compared OMol25 entry of this formula, charge and spin): 72.0 kJ/mol


(5)
# C54H34CrF5N6S

C54H34CrF5N6S as an isolated structure (ωB97M-V/def2-TZVPD, the OMol25 dataset).

The geometry in XYZ format:
```
101
Properties=species:S:1:pos:R:3:mulliken_charge:R:1
Cr -0.01 0.24 0.03 0.18
C -3.80 -1.91 -6.35 -0.45
C -4.52 -1.42 -5.26 -0.93
C -3.84 -1.00 -4.12 -0.12
C -2.45 -1.07 -4.05 -0.56
C -1.75 -1.55 -5.15 0.07
C -2.42 -1.96 -6.29 -0.84
C -1.72 -0.67 -2.81 2.00
C -1.03 -1.67 -2.14 -0.41
C -1.15 -3.09 -2.42 -1.57
C -0.53 -3.75 -1.44 -1.74
C 0.02 -2.76 -0.54 0.06
N -0.30 -1.50 -0.99 1.54
C 0.76 -3.05 0.60 1.14
C 1.34 -2.08 1.46 0.07
C 2.35 -2.37 2.42 -1.70
C 2.73 -1.19 2.97 -1.51
C 1.93 -0.17 2.36 -0.30
C 1.92 1.18 2.72 1.65
C 2.83 1.65 3.81 -0.50
C 3.83 2.58 3.53 -0.10
C 4.69 3.01 4.54 -0.86
C 4.56 2.53 5.83 -0.42
C 3.56 1.61 6.12 -0.94
C 2.70 1.17 5.12 0.06
C 1.08 2.14 2.16 -0.07
N 0.22 1.94 1.11 1.43
C -0.43 3.13 0.90 -0.25
C -1.32 3.39 -0.13 1.27
C -1.91 4.76 -0.20 -0.40
C -1.10 5.87 -0.44 -0.03
C -1.64 7.14 -0.52 -0.87
C -3.01 7.33 -0.36 -0.39
C -3.83 6.23 -0.12 -0.87
C -3.28 4.96 -0.04 -0.04
C -1.68 2.48 -1.14 0.06
C -2.48 2.80 -2.28 -1.67
C -2.56 1.68 -3.04 -1.55
C -1.83 0.66 -2.37 -0.28
N -1.27 1.17 -1.23 1.29
C -0.02 4.08 1.91 -1.77
C 0.92 3.48 2.67 -1.66
N 1.09 -0.75 1.43 1.28
C 0.99 -4.48 0.95 -0.54
C 0.45 -5.00 2.13 -0.11
C 0.64 -6.33 2.47 -0.84
C 1.39 -7.16 1.65 -0.42
C 1.95 -6.65 0.48 -0.82
C 1.75 -5.32 0.14 0.07
H -4.33 -2.24 -7.23 0.39
H -5.60 -1.37 -5.29 0.39
H -4.40 -0.63 -3.27 0.45
H -0.66 -1.58 -5.11 0.51
H -1.85 -2.33 -7.14 0.43
H -1.69 -3.51 -3.26 0.58
H -0.45 -4.82 -1.31 0.62
H 2.76 -3.35 2.61 0.59
H 3.51 -1.01 3.69 0.68
H 3.94 2.94 2.52 0.46
H 5.46 3.73 4.30 0.40
H 5.23 2.87 6.61 0.39
H 3.45 1.22 7.13 0.40
H 1.92 0.45 5.35 0.41
H -0.03 5.72 -0.58 0.50
H -1.00 7.99 -0.72 0.39
H -3.44 8.32 -0.43 0.39
H -4.89 6.37 0.02 0.39
H -3.92 4.10 0.15 0.46
H -2.89 3.77 -2.49 0.57
H -3.06 1.57 -3.99 0.69
H -0.41 5.08 2.01 0.61
H 1.45 3.90 3.51 0.61
H -0.12 -4.34 2.77 0.45
H 0.21 -6.71 3.39 0.39
H 1.54 -8.20 1.92 0.39
H 2.54 -7.29 -0.16 0.39
H 2.19 -4.93 -0.77 0.51
C -1.35 0.43 3.52 -0.77
C -2.07 -0.33 2.46 0.32
N -1.83 -0.33 1.17 1.14
C -2.79 -1.15 0.59 -0.70
C -3.62 -1.63 1.55 -1.05
N -3.15 -1.09 2.73 -0.11
H -1.37 1.50 3.32 0.09
H -0.30 0.12 3.56 -0.02
H -1.80 0.24 4.50 0.56
H -2.84 -1.32 -0.47 0.46
H -4.47 -2.29 1.50 0.45
H -3.52 -1.25 3.65 0.20
F 4.43 -2.27 -5.21 -0.32
C 3.89 -1.53 -4.23 0.65
C 4.60 -1.26 -3.08 0.11
F 5.84 -1.74 -2.94 -0.31
C 4.02 -0.50 -2.08 0.35
F 4.76 -0.29 -0.98 -0.36
C 2.73 0.01 -2.17 0.74
S 2.10 1.01 -0.86 -0.68
C 2.06 -0.27 -3.35 -0.25
F 0.84 0.23 -3.59 -0.37
C 2.61 -1.04 -4.36 0.13
F 1.91 -1.29 -5.48 -0.33
```

## Properties
DFT total energy: -4348.796403 hartree
Multiplicity: 2
⟨S²⟩: 0.7653


(6)
# C39H56F25N2O6

A 4-piece molecular cluster, C39H56F25N2O6 overall (ωB97M-V/def2-TZVPD, the OMol25 dataset).

The geometry in XYZ format:
```
128
Properties=species:S:1:pos:R:3:mulliken_charge:R:1
C -5.67 -4.88 -1.59 -0.90
C -6.04 -4.10 -0.17 -0.30
C -4.77 -3.19 0.34 -0.53
C -5.17 -1.98 1.38 -0.65
C -6.19 -0.85 0.69 -0.24
C -5.37 0.48 0.19 -0.39
C -5.07 0.48 -1.45 -0.45
C -4.23 1.87 -1.74 -0.51
C -2.97 1.62 -2.80 0.05
C -3.00 2.67 -4.07 -0.65
C -1.69 3.64 -4.19 -0.97
C -0.24 2.87 -3.93 0.78
C 0.48 3.04 -2.43 -0.18
F -0.12 3.85 -1.35 -0.32
C 1.91 2.21 -2.36 0.24
C 2.71 2.31 -0.91 0.50
C 1.72 1.96 0.40 -0.96
C 4.16 1.59 -0.86 -1.05
C 4.25 -0.01 -1.09 0.23
C 2.89 -0.88 -1.00 -0.83
C 2.49 1.40 -3.65 -0.29
N 1.69 1.37 -4.89 -0.66
N 0.51 2.03 -4.92 0.58
C -0.24 1.88 -6.26 -0.31
O 0.30 0.67 -6.97 -0.18
C 1.14 1.07 -8.11 -0.21
O 1.34 -0.17 -8.92 -0.40
C 1.82 -1.28 -8.07 -0.21
C 0.64 -2.43 -7.79 -0.38
O 0.13 -2.31 -6.39 -0.49
H -5.05 -5.86 -1.34 0.24
H -6.63 -5.21 -2.18 0.29
H -4.99 -4.22 -2.31 0.24
H -6.30 -4.91 0.65 0.27
H -7.02 -3.48 -0.37 0.22
H -4.00 -3.91 0.90 0.32
H -4.18 -2.74 -0.57 0.16
H -5.66 -2.48 2.35 0.33
H -4.20 -1.41 1.75 0.29
H -6.88 -0.49 1.60 0.15
H -6.89 -1.31 -0.13 0.25
H -6.06 1.42 0.39 -0.11
H -4.34 0.59 0.74 0.32
H -4.52 -0.49 -1.80 0.17
H -6.12 0.50 -1.97 0.24
H -4.98 2.69 -2.10 0.27
H -3.74 2.19 -0.69 0.25
H -3.14 0.53 -3.27 0.24
H -2.00 1.65 -2.15 -0.09
H -3.93 3.39 -3.87 0.40
H -3.26 2.11 -5.09 0.37
H -1.66 4.22 -5.23 0.38
H -1.75 4.49 -3.35 0.33
H 2.92 3.48 -0.78 0.49
H 0.90 1.18 0.00 0.23
H 1.14 2.89 0.79 0.28
H 2.35 1.39 1.20 0.30
H 4.84 2.11 -1.69 0.30
H 4.68 1.89 0.17 0.37
H 5.01 -0.45 -0.28 -0.27
H 4.79 -0.21 -2.14 0.26
H 2.85 -1.46 0.04 0.21
H 2.97 -1.75 -1.82 0.25
H 1.88 -0.33 -1.22 0.22
H 3.53 0.82 -3.65 0.22
H -0.18 2.85 -6.92 0.35
H -1.39 1.64 -6.10 0.04
H 0.58 1.83 -8.83 0.30
H 2.19 1.52 -7.80 0.27
H 2.36 -0.93 -7.09 0.19
H 2.64 -1.85 -8.71 0.29
H 1.15 -3.51 -7.84 0.24
H -0.26 -2.34 -8.53 0.27
H 0.92 -2.29 -5.74 0.29
C 9.64 -3.33 2.28 -0.64
C 9.68 -1.80 2.32 0.80
C 8.54 -1.13 3.08 0.18
F 7.32 -1.47 2.61 -0.10
F 8.62 0.22 2.98 -0.31
F 9.78 -1.33 1.05 -0.28
F 10.86 -1.44 2.93 -0.33
O 9.03 -3.94 1.13 -0.43
C 7.60 -3.99 1.17 0.73
C 6.93 -3.04 0.16 0.21
F 7.39 -1.77 0.27 -0.20
F 5.59 -2.99 0.35 -0.28
F 7.19 -3.79 2.45 -0.19
F 7.27 -5.28 0.88 -0.31
H 10.69 -3.67 2.22 0.42
H 9.27 -3.77 3.22 0.32
H 8.58 -1.39 4.15 0.17
H 7.12 -3.38 -0.87 0.28
C -8.81 5.94 2.17 -0.67
C -8.31 6.44 3.53 0.85
C -6.79 6.45 3.70 0.10
F -6.23 5.24 3.51 -0.18
F -6.45 6.83 4.97 -0.29
F -8.92 5.74 4.52 -0.27
F -8.75 7.73 3.68 -0.33
O -9.17 4.56 2.09 -0.42
C -8.08 3.65 1.92 0.84
C -7.81 2.79 3.16 0.21
F -7.67 3.53 4.28 -0.21
F -6.65 2.08 3.01 -0.22
F -6.99 4.36 1.51 -0.30
F -8.42 2.85 0.87 -0.31
H -9.75 6.47 1.98 0.41
H -8.16 6.24 1.34 0.31
H -6.32 7.16 3.01 0.27
H -8.62 2.08 3.32 0.24
C 4.02 -1.93 5.09 -0.64
C 2.71 -2.37 5.76 0.81
C 2.62 -2.12 7.26 0.11
F 3.62 -2.70 7.95 -0.20
F 1.46 -2.62 7.76 -0.28
F 2.48 -3.68 5.46 -0.27
F 1.69 -1.67 5.16 -0.34
O 5.03 -2.93 4.94 -0.35
C 5.82 -3.18 6.11 0.63
C 5.54 -4.56 6.74 0.26
F 4.22 -4.76 6.97 -0.21
F 6.17 -4.68 7.94 -0.27
F 5.65 -2.15 6.97 -0.27
F 7.12 -3.11 5.71 -0.27
H 3.76 -1.65 4.06 0.34
H 4.42 -1.00 5.53 0.38
H 2.63 -1.05 7.48 0.28
H 5.90 -5.36 6.08 0.25
```

## Properties
DFT total energy: -4576.360892 hartree
Charge: +1


(7)
# CH8BrNSi2

A 2-piece molecular cluster, CH8BrNSi2 overall (ωB97M-V/def2-TZVPD, the OMol25 dataset).

The geometry in XYZ format:
```
13
Properties=species:S:1:pos:R:3:mulliken_charge:R:1
C -1.16 -0.29 -0.67 -0.80
N 0.08 -0.03 -0.17 0.30
Si 0.39 1.61 0.38 0.29
Si 1.03 -1.43 0.29 0.32
Br -2.65 0.09 0.52 -0.14
H -1.53 0.68 -1.93 0.23
H -1.32 -1.28 -1.09 0.41
H -0.18 1.80 1.71 -0.09
H 1.84 1.70 0.38 -0.11
H -0.25 2.46 -0.63 -0.09
H 2.35 -0.91 0.58 -0.12
H 0.42 -2.06 1.47 -0.09
H 0.98 -2.34 -0.85 -0.10
```

## Properties
Relative energy (zero: lowest compared OMol25 entry of this formula, charge and spin): 118.4 kJ/mol


(8)
# C35H41BF4MnNOSbTe

C35H41BF4MnNOSbTe as an isolated structure (ωB97M-V/def2-TZVPD, the OMol25 dataset).

The geometry in XYZ format:
```
86
Properties=species:S:1:pos:R:3:mulliken_charge:R:1
Mn -1.34 2.53 1.18 0.56
C 1.32 -7.48 2.28 -1.52
C 0.93 -6.14 1.86 0.49
C 0.64 -5.76 0.55 -1.05
C 0.12 -4.50 0.20 1.19
C -0.55 -4.38 -1.14 -0.95
C 0.14 -3.51 1.15 -0.21
Te 0.12 -1.38 0.38 0.74
N -0.02 1.60 0.36 0.38
C 1.19 1.45 0.81 0.37
O 1.80 0.35 1.01 -0.63
C 1.97 2.64 1.16 0.89
C 3.21 2.34 1.73 -0.81
C 4.01 3.26 2.35 -0.83
C 3.53 4.54 2.51 -0.48
C 2.29 4.92 1.91 -1.03
C 1.52 3.97 1.25 0.63
C 1.26 -1.30 -1.40 0.69
C 2.58 -1.71 -1.35 0.67
C 3.17 -2.30 -0.11 -1.51
C 3.37 -1.62 -2.49 -0.91
C 2.85 -1.13 -3.70 0.64
C 3.76 -0.89 -4.86 -1.55
C 1.51 -0.74 -3.72 -0.67
C 0.66 -0.84 -2.63 0.56
C -0.79 -0.56 -2.64 -1.35
C 0.40 -3.84 2.49 1.28
C 0.32 -2.75 3.54 -1.51
C 0.77 -5.15 2.84 -0.81
H 1.07 -7.65 3.34 0.38
H 2.40 -7.63 2.29 0.31
H 0.87 -8.24 1.63 0.38
H 0.71 -6.50 -0.25 0.39
H -1.65 -4.37 -1.05 0.28
H -0.20 -5.18 -1.83 0.41
H -0.35 -3.45 -1.61 -0.11
H 3.42 1.29 1.79 0.44
H 5.01 3.03 2.63 0.46
H 4.04 5.27 3.14 0.39
H 1.93 5.95 2.03 0.43
H 0.55 4.28 0.81 -0.12
H 3.12 -1.57 0.71 0.12
H 4.19 -2.68 -0.27 0.52
H 2.67 -3.25 0.20 0.16
H 4.41 -1.98 -2.45 0.43
H 4.56 -0.18 -4.65 0.35
H 3.15 -0.46 -5.67 0.38
H 4.18 -1.80 -5.21 0.38
H 1.06 -0.29 -4.59 0.39
H -1.11 -0.02 -3.55 0.41
H -1.03 0.09 -1.81 -0.08
H -1.29 -1.52 -2.50 0.33
H -0.59 -2.16 3.39 0.27
H 1.17 -2.08 3.56 0.33
H 0.27 -3.24 4.56 0.40
H 0.88 -5.40 3.88 0.38
C -2.51 3.14 -4.02 -1.15
Sb -1.54 3.35 -2.03 0.67
C 0.57 3.26 -2.51 -0.95
C -1.45 5.55 -1.68 -1.28
H -3.25 3.94 -4.12 0.41
H -2.96 2.12 -4.00 0.32
H -1.78 3.15 -4.83 0.38
H 0.77 2.47 -3.24 0.40
H 1.08 3.05 -1.58 0.00
H 0.91 4.28 -2.74 0.48
H -0.46 5.85 -1.38 0.37
H -2.20 5.88 -0.94 0.38
H -1.71 6.04 -2.64 0.43
F -0.89 5.84 2.45 -0.35
B -1.77 4.79 2.77 0.55
F -2.80 5.31 3.51 -0.29
F -1.12 3.55 3.24 -0.46
F -2.38 4.34 1.48 -0.39
C -2.73 1.46 1.08 -0.08
C -3.85 0.76 1.32 1.16
C -4.75 1.34 2.30 -0.45
C -5.98 0.73 2.44 -0.63
C -6.29 -0.44 1.70 -0.39
C -5.41 -0.97 0.73 -0.76
C -4.18 -0.40 0.57 -0.23
H -4.43 2.17 2.98 0.42
H -6.70 1.14 3.14 0.44
H -7.25 -0.89 1.95 0.41
H -5.62 -1.88 0.19 0.45
H -3.49 -0.78 -0.18 0.47
```

## Properties
DFT total energy: -3571.166953 hartree
Multiplicity: 2
Charge: +2
⟨S²⟩: 1.0763


no.,maximum force (eV/A)
1,1.286
2,4.143
3,7.706
4,3.114
5,1.042
6,5.446
7,5.072
8,3.382